No. 1
Molecular formula: C53H71AsNO5P2RbSSi3
Method: DFT, ωB97M-V/def2-TZVPD

```
! RIJCOSX wB97M-V def2-TZVPD def2/J DEFGRID3
* xyz -2 1
Rb -0.04106 0.35477 -0.18533
C -0.76215 -2.92385 -1.31730
O -1.54757 -1.75756 -1.32208
Si -3.23431 -1.71859 -1.36470
C -3.69851 -2.47769 -3.04739
C -3.78361 -3.05204 -0.13828
C -3.83311 -0.05344 -1.05690
Si -3.47097 1.19750 -2.32353
C -1.93108 0.84712 -3.37207
C -3.17388 2.94314 -1.65976
C -4.85918 1.39220 -3.62088
Si -5.40641 0.06592 -0.18407
C -5.40569 -0.55442 1.61662
C -6.85649 -0.87657 -0.99156
C -6.11234 1.82729 -0.05146
H -0.64536 -3.32959 -2.32936
H -1.18431 -3.70088 -0.67048
H 0.23198 -2.68851 -0.92544
H -3.17275 -3.42300 -3.22318
H -3.47190 -1.80349 -3.87617
H -4.77351 -2.68220 -3.07511
H -3.45430 -4.03478 -0.48860
H -4.87049 -3.09200 -0.04185
H -3.36180 -2.88998 0.85508
H -0.99751 1.10246 -2.86521
H -1.97899 1.47805 -4.26680
H -1.86480 -0.19520 -3.68909
H -2.28792 2.97466 -1.01409
H -4.02241 3.33342 -1.09407
H -2.97862 3.62427 -2.49475
H -4.97798 0.45113 -4.16714
H -4.63409 2.18208 -4.34537
H -5.82361 1.62154 -3.15798
H -5.30835 -1.63968 1.67638
H -6.34126 -0.27357 2.11435
H -4.57638 -0.12601 2.18434
H -6.63858 -1.94154 -1.10156
H -7.04404 -0.47819 -1.99303
H -7.77832 -0.77983 -0.40619
H -5.47191 2.49566 0.52694
H -7.08647 1.77807 0.44685
H -6.26208 2.28291 -1.03324
C 2.42513 5.65937 0.72212
C 2.32514 4.49797 -0.26441
O 2.85957 3.44391 0.04527
C 1.64692 4.73551 -1.54662
C 1.63411 6.04217 -2.05882
C 1.10125 6.36258 -3.28784
C 0.52551 5.32589 -4.04442
C 0.48059 4.04418 -3.57167
C 1.01600 3.66320 -2.28709
O 0.90158 2.48294 -1.86337
H 2.67708 5.24054 1.69419
H 1.49507 6.22165 0.79004
H 3.22164 6.34483 0.41869
H 2.08815 6.83388 -1.47174
H 1.12827 7.37937 -3.65877
H 0.09577 5.54639 -5.01748
H 0.01537 3.25193 -4.14639
C 5.35521 -0.64511 0.44645
N 4.02759 -0.91638 -0.08755
P 2.76437 -1.66665 0.83927
C 3.57151 -3.27204 1.21333
C 4.70858 -3.41217 2.00588
C 5.31083 -4.65346 2.17086
C 4.77838 -5.77207 1.54638
C 3.63576 -5.64651 0.76775
C 3.03551 -4.40643 0.60826
C 2.84179 -0.77546 2.44250
C 2.86699 0.62167 2.41644
C 2.80373 1.35458 3.59399
C 2.70401 0.70129 4.81397
C 2.65545 -0.68703 4.84874
C 2.72048 -1.42093 3.67306
P 3.22885 0.18955 -1.17955
C 4.59944 0.86865 -2.19607
C 5.61619 0.08952 -2.74919
C 6.57688 0.66853 -3.56020
C 6.51847 2.03139 -3.84145
C 5.50530 2.80758 -3.30318
C 4.54916 2.23038 -2.47134
C 2.57653 -0.97571 -2.44422
C 1.60451 -0.45590 -3.29974
C 1.02229 -1.26652 -4.26656
C 1.40074 -2.59570 -4.38308
C 2.36053 -3.11945 -3.52639
C 2.94376 -2.31460 -2.55895
H 5.31550 -0.30245 1.48563
H 5.85462 0.13062 -0.13445
H 5.97754 -1.54493 0.40571
H 5.12010 -2.54682 2.51133
H 6.19533 -4.74439 2.79062
H 5.24453 -6.74182 1.67683
H 3.20028 -6.51856 0.29478
H 2.12372 -4.30939 0.03078
H 2.92032 1.16331 1.47649
H 2.80052 2.43574 3.53973
H 2.64485 1.27311 5.73344
H 2.55105 -1.20371 5.79615
H 2.63807 -2.49895 3.70332
H 5.64343 -0.97536 -2.54412
H 7.36481 0.05812 -3.98624
H 7.26381 2.48183 -4.48688
H 5.44809 3.86610 -3.52593
H 3.75647 2.82533 -2.03193
H 1.29819 0.58225 -3.18604
H 0.25225 -0.85838 -4.90931
H 0.93019 -3.23046 -5.12489
H 2.64334 -4.16365 -3.60028
H 3.67530 -2.72577 -1.87227
O 0.80132 -3.23331 2.19984
C -0.20357 -2.52286 2.40581
O -0.46102 -1.39522 1.91917
C -1.25276 -3.07206 3.37501
C -0.94896 -4.14015 4.21004
C -1.89064 -4.62374 5.10922
C -3.15501 -4.05145 5.16658
C -3.47078 -2.99214 4.32411
C -2.52052 -2.50279 3.43960
H 0.03751 -4.58007 4.12983
H -1.64204 -5.45278 5.76252
H -3.89418 -4.43339 5.86172
H -4.45905 -2.54743 4.34883
H -2.74758 -1.67818 2.77796
C -1.95124 3.88576 4.38317
As -1.54442 2.61709 2.97585
C -3.19876 2.46682 2.00777
C -1.26970 0.93224 3.86934
S 0.05858 3.21520 1.78879
H -2.80782 3.55082 4.96819
H -2.16130 4.84906 3.92143
H -1.07240 3.97933 5.01913
H -4.02280 2.26365 2.69299
H -3.13764 1.66767 1.26565
H -3.36688 3.40673 1.48409
H -2.06805 0.74046 4.58718
H -0.29623 0.95347 4.35902
H -1.24421 0.14854 3.10707
*
```

Highest occupied orbital energy   -2.0935 eV
Relative energy (zero: lowest compared OMol25 entry of this formula, charge and spin)   18.9 kJ/mol
LUMO level   3.539 eV
Orbital gap   5.63 eV

Here are the Mulliken charges for atoms 1 to 4, given in e: number 1, Rb, carries -1.774; number 2, C, carries -0.418; number 3, O, carries 1.017; number 4, Si, carries -0.059



No. 2
Molecular formula: C15H15Cl15N2
Method: DFT, ωB97M-V/def2-TZVPD

```
! RIJCOSX wB97M-V def2-TZVPD def2/J DEFGRID3
* xyz 0 1
N -1.58810 1.63857 -5.04355
C -1.40240 0.32919 -4.85980
C -1.05079 -0.19568 -3.61799
C -0.89342 0.66665 -2.56145
C -1.06557 2.02702 -2.74995
C -1.43339 2.46999 -4.01857
H -1.51450 -0.27300 -5.74981
H -0.92347 -1.26959 -3.55100
H -0.57248 0.29226 -1.59621
H -0.94954 2.73228 -1.93869
H -1.60353 3.53056 -4.15195
N 3.64727 -0.39507 0.94018
C 4.14705 0.66546 0.34613
C 3.86324 1.05148 -0.97412
C 3.02015 0.24637 -1.69966
C 2.54120 -0.91288 -1.08534
C 2.80517 -1.18834 0.23516
H 4.87107 1.26395 0.88841
H 4.26332 1.96960 -1.38106
H 2.72798 0.46260 -2.71853
H 1.87035 -1.56223 -1.63658
H 2.37124 -2.03744 0.74058
C 3.05701 0.67870 5.08255
Cl 1.65153 0.27415 4.11149
Cl 4.41955 1.27400 4.10584
Cl 3.58384 -0.73164 6.01502
H 2.74021 1.49271 5.72028
C -0.69037 -0.61700 1.52111
Cl -0.48129 -1.80615 0.21796
Cl -1.32784 -1.36566 2.98229
Cl -1.81976 0.64222 0.95479
H 0.26771 -0.16121 1.73791
C -3.12192 1.00268 5.13830
Cl -4.58923 0.82228 4.11381
Cl -3.53447 1.43588 6.80158
Cl -1.97028 2.12407 4.44133
H -2.68228 0.01624 5.10981
C -4.28309 1.95673 -1.34728
Cl -3.77674 3.66614 -1.46617
Cl -5.28904 1.54088 -2.75684
Cl -5.16370 1.66680 0.14122
H -3.37957 1.36247 -1.38393
C 0.59115 -5.28667 -0.98391
Cl 1.63563 -5.69685 0.39045
Cl -0.39509 -6.66698 -1.48506
Cl 1.48795 -4.63338 -2.35388
H -0.06077 -4.50215 -0.62487
*
```

Highest occupied orbital energy   -9.8301 eV
Relative energy (zero: lowest compared OMol25 entry of this formula, charge and spin)   35.2 kJ/mol
LUMO level   0.170 eV
Orbital gap   10.00 eV

Here are the natural (NBO) charges for atoms 1 to 4, given in e: number 1, N, carries -0.417; number 2, C, carries 0.037; number 3, C, carries -0.265; number 4, C, carries -0.197



No. 3
Molecular formula: C2H5N3OS
Method: DFT, ωB97M-V/def2-TZVPD

```
! RIJCOSX wB97M-V def2-TZVPD def2/J DEFGRID3
* xyz 0 1
C -1.52053 0.22658 0.04546
C 1.54377 -0.91165 0.46087
H -1.44078 2.29810 0.11380
H 0.16398 1.57344 0.24951
H -2.64614 -1.00824 -0.18239
H 1.87634 -1.72025 1.19414
H 2.51135 1.64949 -0.59024
N -0.89980 1.36896 0.53011
N -2.82016 -0.01613 -0.06917
N 2.20326 0.14102 0.26145
O 1.58091 1.04594 -0.60818
S -0.16466 -1.09416 -0.25088
*
```

Highest occupied orbital energy   -9.3212 eV
Relative energy (zero: lowest compared OMol25 entry of this formula, charge and spin)   492.8 kJ/mol
LUMO level   0.232 eV
Orbital gap   9.55 eV

Here are the natural (NBO) charges for atoms 1 to 4, given in e: number 1, C, carries 0.370; number 2, C, carries -0.071; number 3, H, carries 0.387; number 4, H, carries 0.428



No. 4
Molecular formula: C28H54BClNO7S5
Method: DFT, ωB97M-V/def2-TZVPD

```
! RIJCOSX wB97M-V def2-TZVPD def2/J DEFGRID3
* xyz -1 1
C 0.06817 -0.37074 1.21038
C 0.64243 0.57954 0.73166
C 1.78463 1.59327 0.52154
C 1.25225 3.04548 0.35666
C 0.05133 3.25617 1.34694
C -0.20241 4.77085 1.69617
C -1.64011 4.86110 2.36474
O 2.82692 1.56817 1.49956
B 3.42897 0.24159 1.33764
Cl 2.86466 -0.70392 2.90547
C 5.09519 0.10909 1.37489
C 5.50033 -1.25651 1.95491
C 6.17904 -1.36516 3.19175
C 6.52048 -2.61583 3.74663
C 6.19990 -3.81241 3.07879
C 5.55607 -3.71875 1.82621
C 5.21683 -2.47321 1.27541
O 3.03442 -0.26365 0.02055
C 2.57880 0.91330 -0.67210
C 3.68946 1.81148 -1.31361
C 1.78760 0.36837 -1.91812
C 0.64587 1.27367 -2.41700
N -0.51871 0.73795 -2.39630
H -0.37502 -1.31787 1.47180
H 2.00626 3.81207 0.63458
H 0.93842 3.27099 -0.68200
H 0.29933 2.74807 2.30150
H -0.88193 2.84054 0.92087
H 0.51072 5.04130 2.49968
H -0.11757 5.40815 0.79811
H -1.56934 5.17167 3.42293
H -2.10048 3.85729 2.35241
H -2.31498 5.50709 1.76972
H 5.42815 0.07466 0.31383
H 5.58884 0.93663 1.92637
H 6.44258 -0.48776 3.79998
H 7.04243 -2.70652 4.70926
H 6.41472 -4.81422 3.47480
H 5.27203 -4.61247 1.24655
H 4.68710 -2.37569 0.31738
H 4.20798 1.29427 -2.14523
H 3.17225 2.68174 -1.78222
H 4.40792 2.21140 -0.57544
H 2.47587 0.23565 -2.78296
H 1.39153 -0.62621 -1.65816
H 0.78234 2.30259 -2.80364
H -1.22406 1.37239 -2.77086
C 0.51796 -4.03213 2.80553
S -0.60835 -4.08050 1.40367
O -1.95699 -3.68780 1.89909
C -0.60361 -5.87427 1.22423
H 0.63440 -2.99386 3.11665
H 0.10680 -4.61745 3.62973
H 1.48865 -4.42909 2.50647
H -0.94178 -6.34043 2.15084
H 0.40374 -6.21148 0.97777
H -1.28260 -6.13910 0.41489
C 0.01621 2.11729 -7.21387
S -1.39423 1.90950 -6.12236
O -0.89087 2.04622 -4.72961
C -1.61849 0.15180 -6.43881
H 0.35683 3.15016 -7.14656
H 0.81859 1.44943 -6.90909
H -0.28057 1.90153 -8.24032
H -0.70606 -0.38892 -6.18679
H -1.86801 0.00127 -7.48969
H -2.43730 -0.20556 -5.81599
C -3.47351 1.88555 5.13189
S -3.42063 0.90609 3.62076
O -3.24732 1.84010 2.48399
C -5.15070 0.41029 3.66914
H -2.49116 2.33046 5.28357
H -4.22087 2.67489 5.03723
H -3.71346 1.23818 5.97612
H -5.79204 1.29302 3.66804
H -5.33509 -0.18606 4.56307
H -5.35874 -0.19069 2.78490
C -9.30262 0.43521 2.95970
S -9.79102 0.35612 4.69078
O -8.54950 0.22434 5.49768
C -10.54710 -1.27584 4.59619
H -8.76913 1.37038 2.79751
H -8.64797 -0.40363 2.72063
H -10.19231 0.41126 2.32934
H -9.81260 -2.00479 4.25197
H -11.39634 -1.24408 3.91266
H -10.89317 -1.55026 5.59133
C 3.05341 -1.58870 -6.16340
S 3.17243 -0.28086 -7.39234
O 1.87255 -0.23563 -8.12255
C 4.35518 -1.12555 -8.45468
H 2.32686 -1.28575 -5.41014
H 2.72287 -2.51328 -6.63817
H 4.02545 -1.73315 -5.69103
H 3.94198 -2.07990 -8.78307
H 5.28484 -1.28487 -7.90770
H 4.54812 -0.49508 -9.32121
*
```

Highest occupied orbital energy   -4.7522 eV
LUMO level   1.813 eV
Orbital gap   6.56 eV

Here are the Mulliken charges for atoms 1 to 4, given in e: number 1, C, carries 0.962; number 2, C, carries -1.577; number 3, C, carries 1.551; number 4, C, carries -0.776



No. 5
Molecular formula: C2H7S3
Method: DFT, ωB97M-V/def2-TZVPD

```
! RIJCOSX wB97M-V def2-TZVPD def2/J DEFGRID3
* xyz -1 1
C 2.59426 -0.37481 -0.24641
S 1.77769 1.24867 -0.26549
H 1.83477 -1.13344 -0.41813
H 3.05200 -0.56618 0.72040
H 3.36120 -0.47175 -1.01990
C -2.43246 0.02891 0.91066
S -2.19373 1.11916 -0.53000
S -1.16866 -0.03168 -1.89255
H -1.80203 0.35598 1.73849
H -3.48160 0.06040 1.21275
H -2.16564 -0.97989 0.61529
H 0.62421 0.74462 -0.82510
*
```

Highest occupied orbital energy   -2.4583 eV
Relative energy (zero: lowest compared OMol25 entry of this formula, charge and spin)   24.3 kJ/mol
LUMO level   3.554 eV
Orbital gap   6.01 eV

Here are the natural (NBO) charges for atoms 1 to 4, given in e: number 1, C, carries -0.738; number 2, S, carries -0.179; number 3, H, carries 0.229; number 4, H, carries 0.195



No. 6
Molecular formula: C16H37Br3ClN3O14P
Method: DFT, ωB97M-V/def2-TZVPD

```
! RIJCOSX wB97M-V def2-TZVPD def2/J DEFGRID3
* xyz -1 1
Cl 2.73415 0.01854 2.19356
O 2.75714 1.30607 1.60546
O 2.87731 0.04719 3.62393
O 1.40240 -0.43813 1.97190
O 3.78713 -0.74863 1.57712
C 9.47391 1.40959 1.54142
Br 10.01105 2.44069 3.12084
Br 10.61940 -0.17000 1.50824
Br 9.85935 2.36244 -0.23152
H 8.44423 1.05876 1.61043
O -5.32824 1.73781 2.57936
P -6.43344 1.00367 1.93026
N -7.44273 2.11227 1.17155
C -7.58664 3.41270 1.77906
C -8.79816 1.67752 0.67511
N -7.40375 0.16796 3.01754
C -7.63919 -1.24665 2.99272
C -7.53231 0.76060 4.40931
N -6.06328 -0.20229 0.69471
C -6.33153 -0.04295 -0.69818
C -4.92786 -1.11878 0.95194
H -8.38543 3.95732 1.27563
H -6.64656 3.94415 1.63115
H -7.75139 3.45497 2.85571
H -9.28821 2.30866 -0.06624
H -9.47196 1.72581 1.53053
H -8.96750 0.66479 0.30932
H -8.63411 -1.44212 3.39276
H -7.63268 -1.75073 2.02630
H -6.88686 -1.80145 3.55335
H -8.01888 -0.01149 5.00532
H -6.54498 0.93264 4.83789
H -8.05051 1.71568 4.32328
H -6.47314 0.98954 -1.01760
H -5.53377 -0.49882 -1.28457
H -7.29380 -0.52388 -0.87378
H -5.06160 -1.55811 1.94048
H -3.95319 -0.63207 0.91723
H -4.79631 -1.97081 0.28498
C 8.35549 -3.67851 -1.69531
O 9.70199 -4.07064 -1.59933
C 10.66876 -3.94180 -2.58366
O 10.41201 -3.31893 -3.61551
O 11.78290 -4.65331 -2.26357
C 12.85954 -4.73879 -3.23835
H 8.26245 -2.59816 -1.58446
H 7.70664 -4.15852 -0.96272
H 7.84306 -3.91419 -2.62804
H 12.81655 -5.47460 -4.04136
H 13.63795 -5.12869 -2.58249
H 13.19446 -3.77034 -3.60987
C -0.27576 7.55499 0.22745
O -0.42923 6.59619 1.31000
C -0.90067 5.37128 1.05768
O -0.76059 4.52313 1.95116
O -1.34082 5.25877 -0.24019
C -1.10102 3.97953 -0.85142
H -1.21633 8.04421 -0.02569
H 0.24877 7.17293 -0.64834
H 0.34091 8.40731 0.51271
H -1.36988 4.02895 -1.90658
H -1.75143 3.28525 -0.31940
H -0.09966 3.59355 -0.66057
C 3.10416 -3.11308 -4.96507
O 1.90104 -2.53924 -4.36455
C 1.13387 -2.90129 -3.30097
O 0.18904 -2.25176 -2.86540
O 1.66881 -4.03306 -2.83250
C 1.43125 -4.59960 -1.50922
H 3.78029 -3.39931 -4.15945
H 3.77763 -2.33973 -5.33447
H 3.01984 -3.87352 -5.74142
H 1.58508 -5.67608 -1.58431
H 0.44632 -4.31560 -1.13860
H 2.28841 -4.38015 -0.87264
*
```

Highest occupied orbital energy   -5.2111 eV
Relative energy (zero: lowest compared OMol25 entry of this formula, charge and spin)   36.4 kJ/mol
LUMO level   1.392 eV
Orbital gap   6.60 eV

Here are the Mulliken charges for atoms 1 to 4, given in e: number 1, Cl, carries 1.604; number 2, O, carries -0.649; number 3, O, carries -0.660; number 4, O, carries -0.651